Record 1
DFT (the ωB97M-V functional and the def2-TZVPD basis) results for a structure of composition C7H14N2 at a distorted geometry.

XYZ file:
```
23
Properties=species:S:1:pos:R:3:forces:R:3
N 0.055419 -0.717657 -1.422222 0.2 0.6 2.1
N -1.354087 -2.198726 0.128029 -0.1 -0.3 -0.1
C 0.766556 -0.370612 1.903655 -0.1 0.2 -0.1
C -1.484523 0.672154 1.452388 0.2 0.1 -0.1
C -0.257757 2.001364 -0.928902 0.1 0.0 -0.1
C 0.395240 0.812247 -0.295628 -0.5 -1.3 -2.0
C 1.191427 -1.576361 -1.774258 0.2 0.4 -0.1
C -0.224975 0.078185 0.827411 -0.6 -1.6 0.0
C -0.678500 -1.235717 -0.022539 0.3 1.2 0.8
H -1.314728 1.829993 -1.129813 0.0 -0.1 0.1
H 1.672720 -0.796824 1.469441 0.0 0.0 0.0
H -0.196268 2.863044 -0.255929 0.1 -0.1 0.0
H 0.233010 2.254526 -1.868097 0.0 0.1 0.1
H 1.810424 -1.742945 -0.889850 -0.1 0.1 0.0
H 0.858999 -2.550369 -2.134399 -0.1 0.1 0.0
H 0.303452 -1.139899 2.523372 0.0 0.1 0.0
H 1.054673 0.471564 2.537284 0.0 0.0 0.1
H -1.241666 1.546873 2.059679 -0.1 0.0 0.1
H 1.801873 -1.084492 -2.532750 0.0 -0.2 -0.1
H -0.699579 -0.790973 -2.102748 0.2 0.6 -0.4
H -2.222872 0.964366 0.706586 0.0 0.0 0.0
H 1.481400 0.802823 -0.326379 0.0 0.1 0.0
H -1.950238 -0.092564 2.075672 0.1 0.1 0.0
```
Forces are in eV/Å.

The HOMO energy comes out at -7.143 eV. Its LUMO energy is 0.6 eV. The energy comes out at -384.50436 a.u. As for the multiplicity: 1. For the energy above the lowest of the compared OMol25 structures with the same formula, charge and spin, the calculation gives 80.03 kcal/mol. Its HOMO-LUMO gap is 7.708 eV.

---

Record 2
DFT (the ωB97M-V functional and the def2-TZVPD basis) results for a cluster of 2 separate species, C7H14N2 in total at a distorted geometry.

XYZ file:
```
23
Properties=species:S:1:pos:R:3:forces:R:3
N -0.329320 0.963439 1.875799 -2.9 -0.8 -1.7
N -2.041286 0.127269 0.628630 -0.7 -0.6 1.1
C -0.568283 3.416845 1.600464 -5.8 -0.8 1.2
C -1.047439 2.015753 1.222032 0.2 -1.3 0.5
C 1.970191 -0.900052 -2.138104 -2.5 0.6 -0.6
C -1.016834 -0.145797 1.547064 0.1 2.2 -0.9
C -2.157559 1.499164 0.472560 2.6 1.5 0.7
C 1.327600 -2.729275 -0.397446 0.5 4.0 0.2
C 0.858121 -1.695530 -1.474178 1.4 -3.0 -1.4
H 0.446594 -3.166496 -0.088124 -1.9 -0.9 1.4
H 1.856562 -2.142111 0.431561 -0.7 -1.1 -0.9
H 1.892687 -3.522395 -0.729110 1.8 -1.5 -1.0
H 2.304360 -1.566670 -2.914141 1.1 0.4 -0.4
H -1.540362 4.032789 1.316996 2.1 -0.5 1.1
H 0.292906 -2.262574 -2.275358 0.4 0.6 0.8
H 1.565863 0.074228 -2.517865 0.2 -1.0 -0.3
H -2.838197 2.009604 -0.273266 0.9 -0.9 1.3
H -2.882997 -0.463202 0.500797 1.2 0.3 0.0
H -0.798924 -1.143221 1.884504 0.0 -0.1 0.0
H 2.636729 -0.571575 -1.406013 1.8 0.0 1.0
H 0.189964 -1.099837 -0.994350 -2.0 1.9 1.3
H -0.291344 3.478513 2.683509 -0.6 -0.1 -1.0
H 0.170972 3.791122 1.044049 3.0 1.2 -2.3
```
Forces are in eV/Å.

The HOMO energy comes out at -8.525 eV. Its LUMO energy is 0.8 eV. As for the SMILES: Cc1c[nH]cn1.CCC. The energy comes out at -384.57129 a.u. As for the multiplicity: 1. For the energy above the lowest of the compared OMol25 structures with the same formula, charge and spin, the calculation gives 38.03 kcal/mol. Its HOMO-LUMO gap is 9.369 eV.

---

Record 3
DFT (the ωB97M-V functional and the def2-TZVPD basis) results for a cluster of 2 separate species, C7H14N2 in total at a distorted geometry.

XYZ file:
```
23
Properties=species:S:1:pos:R:3:forces:R:3
N -0.334603 -1.257781 1.708507 -0.2 0.2 0.4
N -1.042394 0.782782 2.468388 -0.1 0.1 0.1
C -1.624051 -0.659050 -1.096730 0.7 0.8 -0.9
C -0.276959 -0.125641 -1.756536 -1.1 -0.5 0.9
C 1.287014 0.449618 2.184358 0.5 -0.1 0.0
C -0.048106 -0.074968 2.100005 -0.4 -0.6 -0.2
C 0.065613 1.260798 -1.229959 0.0 0.0 -0.2
C 0.881010 -1.095095 -1.553431 -0.3 -0.1 0.1
C 2.439059 0.775568 2.191592 -0.6 -0.1 0.1
H -1.907262 -1.584472 -1.587705 -0.2 -0.1 -0.1
H -0.476526 -0.045421 -2.830650 0.0 0.0 0.1
H 0.577027 -2.115723 -1.813121 0.1 0.1 0.1
H 0.466549 -1.828962 1.476697 0.2 0.2 0.1
H -1.984821 0.483446 2.282695 0.0 0.0 0.0
H 3.445952 1.060582 2.226731 0.7 0.2 0.0
H -2.394661 0.095549 -1.268312 -0.2 -0.1 -0.3
H 1.232801 -1.067673 -0.515891 -0.1 -0.1 -0.1
H 1.716398 -0.825394 -2.185092 0.3 0.1 -0.2
H -0.751295 1.958006 -1.429818 0.0 0.0 0.1
H -0.859638 1.767482 2.523332 0.0 0.0 0.0
H 0.967947 1.646771 -1.712521 0.0 0.0 0.0
H 0.252258 1.233443 -0.155593 0.0 0.0 0.0
H -1.631314 -0.833866 -0.026946 0.6 0.0 0.0
```
Forces are in eV/Å.

The HOMO energy comes out at -9.410 eV. Its LUMO energy is 0.9 eV. As for the SMILES: [H]/N=C(/N)C#C.CC(C)C. The energy comes out at -384.55702 a.u. As for the multiplicity: 1. For the energy above the lowest of the compared OMol25 structures with the same formula, charge and spin, the calculation gives 46.98 kcal/mol. Its HOMO-LUMO gap is 10.325 eV.

---

Record 4
DFT (the ωB97M-V functional and the def2-TZVPD basis) results for an isolated molecule of C7H14N2.

XYZ file:
```
23
Properties=species:S:1:pos:R:3:forces:R:3
N 1.208321 -1.143371 -1.200872 0.0 -0.1 -0.2
N 0.390300 1.569576 1.206285 0.0 0.1 0.1
C 0.280712 0.567759 0.217085 0.2 -0.5 -0.1
C 2.719330 0.033285 0.341523 -0.3 0.0 0.0
C -1.088546 0.371674 -0.331068 0.0 0.2 -0.1
C -1.886493 -0.614341 0.063242 0.0 -0.1 0.2
C 1.325154 -0.171350 -0.183761 -0.2 0.3 0.2
C -1.502084 1.371537 -1.375237 0.0 -0.1 0.0
C -1.547956 -1.637284 1.097316 0.0 0.1 0.0
H 2.771549 -0.190384 1.407117 0.1 0.0 0.1
H 3.046587 1.063933 0.197623 0.1 0.1 0.0
H -0.820976 1.318708 -2.224552 0.0 0.1 -0.1
H -1.456427 2.386388 -0.979680 0.0 0.1 0.0
H -2.515272 1.180802 -1.720652 -0.1 0.0 0.0
H -0.318028 2.284594 1.110797 0.1 0.0 0.0
H -0.581799 -1.422936 1.546181 0.1 0.0 0.1
H 1.313567 1.977441 1.261841 -0.1 0.1 0.0
H 3.411768 -0.614683 -0.189085 0.1 0.0 0.0
H 0.240145 -1.348049 -1.413711 0.1 -0.1 0.0
H 1.712407 -1.994288 -0.984376 -0.1 0.0 0.0
H -2.307790 -1.644262 1.878193 0.0 -0.1 0.1
H -2.871366 -0.710577 -0.378738 -0.1 0.1 -0.1
H -1.523102 -2.634172 0.654530 0.0 -0.1 0.0
```
Forces are in eV/Å.

The HOMO energy comes out at -6.970 eV. Its LUMO energy is 1.0 eV. As for the SMILES: C/C=C(C)\C(N)=C(\C)N. The energy comes out at -384.60670 a.u. As for the multiplicity: 1. For the energy above the lowest of the compared OMol25 structures with the same formula, charge and spin, the calculation gives 15.81 kcal/mol. Its HOMO-LUMO gap is 7.975 eV.

---

Record 5
DFT (the ωB97M-V functional and the def2-TZVPD basis) results for a cluster of 2 separate species, C7H14N2 in total at a distorted geometry.

XYZ file:
```
23
Properties=species:S:1:pos:R:3:forces:R:3
N -2.348456 1.009489 0.354805 -0.4 -0.7 -0.4
N -0.357425 1.942688 0.441286 0.0 0.0 -0.1
C -0.821854 1.996439 -0.852929 0.3 -0.1 -0.1
C 0.380871 -2.359165 1.643821 0.4 -0.6 -0.5
C -1.279592 1.309361 1.121436 0.5 1.0 0.3
C -0.017108 2.573051 -1.968607 0.2 0.0 0.2
C -2.041961 1.410545 -0.926445 0.1 -0.2 -0.4
C 2.274288 -1.732259 -0.006098 0.2 0.3 0.5
C 0.778346 -1.623749 0.350945 0.9 0.0 0.4
H -0.289565 3.601413 -2.169037 -0.1 0.3 0.0
H -2.601487 1.173568 -1.817868 -0.3 0.0 0.3
H -3.081204 0.354178 0.567799 0.0 0.2 0.2
H -0.131178 2.012680 -2.896372 0.0 -0.1 0.1
H 2.845131 -0.918587 0.455902 -0.1 -0.1 -0.1
H 2.419387 -1.666799 -1.080350 0.1 0.0 -0.1
H 1.031321 2.572750 -1.679194 0.1 -0.1 -0.1
H 2.751516 -2.649271 0.354802 -0.3 -0.1 -0.2
H 1.263129 -2.753723 2.155175 0.0 0.2 0.1
H -1.211186 1.231183 2.192596 -0.3 -0.4 0.1
H -0.171607 -1.733246 2.337090 -0.1 0.1 0.0
H -0.207064 -3.237074 1.416550 -0.4 -0.3 0.0
H 0.550349 -0.592220 0.560085 -0.1 0.5 -0.5
H 0.265357 -1.921241 -0.555382 -0.7 -0.2 0.2
```
Forces are in eV/Å.

The HOMO energy comes out at -8.681 eV. Its LUMO energy is 0.9 eV. As for the SMILES: Cc1c[nH]cn1.CCC. The energy comes out at -384.61903 a.u. As for the multiplicity: 1. For the energy above the lowest of the compared OMol25 structures with the same formula, charge and spin, the calculation gives 8.07 kcal/mol. Its HOMO-LUMO gap is 9.555 eV.

---

Repeat the third record exactly.
DFT (the ωB97M-V functional and the def2-TZVPD basis) results for a cluster of 2 separate species, C7H14N2 in total at a distorted geometry.

XYZ file:
```
23
Properties=species:S:1:pos:R:3:forces:R:3
N -0.334603 -1.257781 1.708507 -0.2 0.2 0.4
N -1.042394 0.782782 2.468388 -0.1 0.1 0.1
C -1.624051 -0.659050 -1.096730 0.7 0.8 -0.9
C -0.276959 -0.125641 -1.756536 -1.1 -0.5 0.9
C 1.287014 0.449618 2.184358 0.5 -0.1 0.0
C -0.048106 -0.074968 2.100005 -0.4 -0.6 -0.2
C 0.065613 1.260798 -1.229959 0.0 0.0 -0.2
C 0.881010 -1.095095 -1.553431 -0.3 -0.1 0.1
C 2.439059 0.775568 2.191592 -0.6 -0.1 0.1
H -1.907262 -1.584472 -1.587705 -0.2 -0.1 -0.1
H -0.476526 -0.045421 -2.830650 0.0 0.0 0.1
H 0.577027 -2.115723 -1.813121 0.1 0.1 0.1
H 0.466549 -1.828962 1.476697 0.2 0.2 0.1
H -1.984821 0.483446 2.282695 0.0 0.0 0.0
H 3.445952 1.060582 2.226731 0.7 0.2 0.0
H -2.394661 0.095549 -1.268312 -0.2 -0.1 -0.3
H 1.232801 -1.067673 -0.515891 -0.1 -0.1 -0.1
H 1.716398 -0.825394 -2.185092 0.3 0.1 -0.2
H -0.751295 1.958006 -1.429818 0.0 0.0 0.1
H -0.859638 1.767482 2.523332 0.0 0.0 0.0
H 0.967947 1.646771 -1.712521 0.0 0.0 0.0
H 0.252258 1.233443 -0.155593 0.0 0.0 0.0
H -1.631314 -0.833866 -0.026946 0.6 0.0 0.0
```
Forces are in eV/Å.

The HOMO energy comes out at -9.410 eV. Its LUMO energy is 0.9 eV. As for the SMILES: [H]/N=C(/N)C#C.CC(C)C. The energy comes out at -384.55702 a.u. As for the multiplicity: 1. For the energy above the lowest of the compared OMol25 structures with the same formula, charge and spin, the calculation gives 46.98 kcal/mol. Its HOMO-LUMO gap is 10.325 eV.

---

Which of these has the highest HOMO-LUMO gap?
number 3

---

What did the fifth record say?
DFT (the ωB97M-V functional and the def2-TZVPD basis) results for a cluster of 2 separate species, C7H14N2 in total at a distorted geometry.

XYZ file:
```
23
Properties=species:S:1:pos:R:3:forces:R:3
N -2.348456 1.009489 0.354805 -0.4 -0.7 -0.4
N -0.357425 1.942688 0.441286 0.0 0.0 -0.1
C -0.821854 1.996439 -0.852929 0.3 -0.1 -0.1
C 0.380871 -2.359165 1.643821 0.4 -0.6 -0.5
C -1.279592 1.309361 1.121436 0.5 1.0 0.3
C -0.017108 2.573051 -1.968607 0.2 0.0 0.2
C -2.041961 1.410545 -0.926445 0.1 -0.2 -0.4
C 2.274288 -1.732259 -0.006098 0.2 0.3 0.5
C 0.778346 -1.623749 0.350945 0.9 0.0 0.4
H -0.289565 3.601413 -2.169037 -0.1 0.3 0.0
H -2.601487 1.173568 -1.817868 -0.3 0.0 0.3
H -3.081204 0.354178 0.567799 0.0 0.2 0.2
H -0.131178 2.012680 -2.896372 0.0 -0.1 0.1
H 2.845131 -0.918587 0.455902 -0.1 -0.1 -0.1
H 2.419387 -1.666799 -1.080350 0.1 0.0 -0.1
H 1.031321 2.572750 -1.679194 0.1 -0.1 -0.1
H 2.751516 -2.649271 0.354802 -0.3 -0.1 -0.2
H 1.263129 -2.753723 2.155175 0.0 0.2 0.1
H -1.211186 1.231183 2.192596 -0.3 -0.4 0.1
H -0.171607 -1.733246 2.337090 -0.1 0.1 0.0
H -0.207064 -3.237074 1.416550 -0.4 -0.3 0.0
H 0.550349 -0.592220 0.560085 -0.1 0.5 -0.5
H 0.265357 -1.921241 -0.555382 -0.7 -0.2 0.2
```
Forces are in eV/Å.

The HOMO energy comes out at -8.681 eV. Its LUMO energy is 0.9 eV. As for the SMILES: Cc1c[nH]cn1.CCC. The energy comes out at -384.61903 a.u. As for the multiplicity: 1. For the energy above the lowest of the compared OMol25 structures with the same formula, charge and spin, the calculation gives 8.07 kcal/mol. Its HOMO-LUMO gap is 9.555 eV.

---

Among the records above, which one has the highest HOMO energy?
number 4